[1]
Entry from the OMol25 dataset: C5H11Cl2P as an isolated structure (wB97M-V/def2-TZVPD).

Each line ends with the Löwdin charge.
Cartesian coordinates (Å):
C1 -0.86 -0.67 -1.96  -0.13
C2 -0.17 1.30 -0.62  -0.14
C3 0.80 -0.97 -0.14  -0.15
C4 1.24 1.12 2.86  -0.44
C5 -0.45 -0.20 -0.57  -0.87
P1 -1.89 -0.42 0.68  0.47
Cl1 -0.28 0.37 2.72  0.53
Cl2 -1.93 -2.40 0.86  0.16
H1 -1.00 -1.75 -1.99  0.07
H2 -1.78 -0.19 -2.29  0.07
H3 -0.07 -0.41 -2.67  0.08
H4 0.00 1.71 0.37  0.03
H5 -1.01 1.83 -1.07  0.08
H6 0.72 1.49 -1.22  0.09
H7 1.16 -0.65 0.83  0.02
H8 0.59 -2.04 -0.10  0.05
H9 1.59 -0.81 -0.87  0.09
H10 1.25 2.16 2.58  0.00
H11 2.09 0.52 2.58  0.00

Values from the calculation:
multiplicity	1
total energy	-1458.7552	Ha
LUMO (spin up / spin down)	-0.494 / -0.471	eV
orbital gap (spin up / spin down)	6.945 / 8.268	eV
largest force on an atom	1.74	eV Å⁻¹

---

[2]
Entry from the OMol25 dataset: C5H11ClFeNPtSe as an isolated structure (wB97M-V/def2-TZVPD).

Each line ends with the Löwdin spin population.
Cartesian coordinates (Å):
Fe1 0.63 -0.88 0.53  4.12
Cl1 2.03 -1.11 -1.20  0.15
C1 0.49 0.43 2.04  0.28
H1 -0.37 0.04 2.61  0.02
H2 0.31 1.47 1.73  0.03
H3 1.38 0.32 2.67  0.03
Pt1 0.31 0.50 -1.48  0.45
C2 1.68 1.91 -0.89  0.40
C3 -1.07 -0.97 -1.90  0.40
C4 -1.14 1.51 -0.71  0.73
H4 -1.24 -1.65 -1.04  0.02
H5 -2.02 -0.50 -2.17  0.02
H6 -0.65 -1.55 -2.73  0.04
H7 1.96 1.68 0.15  0.01
H8 2.56 1.82 -1.54  0.04
H9 1.24 2.91 -0.94  0.03
H10 -1.00 2.44 -0.11  0.05
H11 -2.20 1.22 -0.86  0.05
Se1 -1.65 -4.25 2.86  0.97
C5 -0.88 -3.09 1.83  0.62
N1 -0.38 -2.23 1.15  0.53

Values from the calculation:
multiplicity	10
total energy	-4496.1216	Ha
LUMO (spin up / spin down)	0.473 / -3.216	eV
orbital gap (spin up / spin down)	4.983 / 6.074	eV
largest force on an atom	2.47	eV Å⁻¹

---

Repeat the second record exactly.
Entry from the OMol25 dataset: C5H11ClFeNPtSe as an isolated structure (wB97M-V/def2-TZVPD).

Each line ends with the Löwdin spin population.
Cartesian coordinates (Å):
Fe1 0.63 -0.88 0.53  4.12
Cl1 2.03 -1.11 -1.20  0.15
C1 0.49 0.43 2.04  0.28
H1 -0.37 0.04 2.61  0.02
H2 0.31 1.47 1.73  0.03
H3 1.38 0.32 2.67  0.03
Pt1 0.31 0.50 -1.48  0.45
C2 1.68 1.91 -0.89  0.40
C3 -1.07 -0.97 -1.90  0.40
C4 -1.14 1.51 -0.71  0.73
H4 -1.24 -1.65 -1.04  0.02
H5 -2.02 -0.50 -2.17  0.02
H6 -0.65 -1.55 -2.73  0.04
H7 1.96 1.68 0.15  0.01
H8 2.56 1.82 -1.54  0.04
H9 1.24 2.91 -0.94  0.03
H10 -1.00 2.44 -0.11  0.05
H11 -2.20 1.22 -0.86  0.05
Se1 -1.65 -4.25 2.86  0.97
C5 -0.88 -3.09 1.83  0.62
N1 -0.38 -2.23 1.15  0.53

Values from the calculation:
multiplicity	10
total energy	-4496.1216	Ha
LUMO (spin up / spin down)	0.473 / -3.216	eV
orbital gap (spin up / spin down)	4.983 / 6.074	eV
largest force on an atom	2.47	eV Å⁻¹